[1]
16
Properties=species:S:1:pos:R:3:lowdin_spin:R:1 method="wB97M-V/def2-TZVPD" e_above_lowest_ev=0.760 s_squared=0.754 e_tot_ha=-159.14192 total_charge=+1 spin_multiplicity=2 e_lumo_ev="-3.052 / -11.212" homo_ev="-16.5606 / -15.6874" homo_lumo_gap_ev="13.509 / 4.476"
C -1.21752 2.25672 0.30253 0.0834
C -1.58719 0.84251 0.65208 0.3090
H -0.34279 2.30281 -0.33958 0.0314
H -2.19990 2.66639 0.00659 0.0161
H -1.07688 2.81278 1.23975 0.0141
H -1.93204 0.73200 1.73285 0.0944
H -0.66462 0.19806 0.95810 0.1056
H -2.30704 0.30880 0.03846 0.0044
C 0.96157 -1.01225 -0.88110 0.1439
C 1.91126 -1.96442 -0.18235 0.0520
H -0.08922 -1.27776 -0.65713 0.0433
H 1.16367 0.05920 -0.89156 0.0032
H 1.02361 -1.28431 -1.97878 0.0568
H 1.38437 -2.88266 0.08828 0.0036
H 2.23309 -1.53949 0.77267 0.0080
H 2.73963 -2.21840 -0.86081 0.0308

=====

[2]
69
Properties=species:S:1:pos:R:3:mulliken_charge:R:1 method="wB97M-V/def2-TZVPD" e_above_lowest_ev=1.219 e_tot_ha=-2273.30366 total_charge=+2 e_lumo_ev=-8.111 homo_ev=-14.1469 homo_lumo_gap_ev=6.036
Pd -0.80509 1.36092 -0.54655 -0.4225
C -0.05736 -4.86244 -4.50863 -0.5275
C -0.91135 -3.77354 -4.63198 -0.7508
C -0.96096 -2.81399 -3.63467 -0.4342
C -0.16666 -2.94830 -2.49807 0.5064
C 0.67289 -4.05695 -2.36970 -0.3652
C 0.73585 -5.00424 -3.38028 -0.6944
P -0.12073 -1.78209 -1.10540 0.6932
C -1.71316 -0.83080 -1.27780 -0.0200
C -1.94510 0.18200 -2.24351 -0.0051
C -3.15879 0.88764 -2.24384 -0.6654
C -4.13602 0.58941 -1.30663 -0.6933
C -3.92269 -0.42390 -0.37631 -0.7720
C -2.72118 -1.12234 -0.35391 -0.4316
C 1.01888 -0.45673 -1.74149 0.5271
C 2.15458 -0.73371 -2.51157 -0.7190
C 3.06847 0.25685 -2.83781 -0.8555
C 2.90532 1.56243 -2.40350 -0.8830
C 1.79062 1.91082 -1.63855 -0.5337
C 0.94143 0.86649 -1.35567 1.0249
H -0.01790 -5.60701 -5.29161 0.4115
H -1.53756 -3.67525 -5.50801 0.4234
H -1.63030 -1.97070 -3.74606 0.3659
H 1.26777 -4.18578 -1.47287 0.4293
H 1.38948 -5.85925 -3.27855 0.4332
H -1.23747 0.31738 -3.05711 0.6517
H -3.33997 1.65220 -2.98810 0.5418
H -5.07159 1.13100 -1.31141 0.4907
H -4.69324 -0.65987 0.34523 0.4907
H -2.55010 -1.88475 0.39625 0.4785
H 2.29629 -1.74896 -2.86465 0.5805
H 3.92737 0.00403 -3.44411 0.4509
H 3.63687 2.32031 -2.64677 0.4548
H 1.64341 2.91687 -1.27545 0.6258
C 1.73185 -2.43432 2.48788 -2.0254
C 1.71126 -1.66993 3.81185 2.0201
C 0.85272 -2.44869 4.81884 -1.6192
C 3.15175 -1.55770 4.33207 -1.6566
C 1.12658 -0.27364 3.65201 0.1137
C 1.09027 0.58356 4.77733 -0.5519
C 0.58185 1.85969 4.73435 -1.4687
C 0.08687 2.31361 3.51361 0.7635
S -0.60506 3.85576 3.12109 -0.2439
C -0.83144 3.35077 1.51591 1.0843
N -0.44274 2.10802 1.28448 0.5395
C 0.10799 1.48255 2.39023 -1.2450
C 0.62012 0.18935 2.44844 0.5717
C -1.27655 4.06344 0.34279 -0.4493
C -1.68148 5.38727 0.22024 -0.6021
C -1.92294 5.90867 -1.04213 -0.7150
C -1.75128 5.13938 -2.18065 -0.9132
C -1.36094 3.79780 -2.09001 -0.1505
C -1.16970 3.29893 -0.82454 0.8212
H 2.18573 -3.41205 2.64580 0.5052
H 2.32259 -1.91674 1.72828 0.3958
H 0.72723 -2.59973 2.09440 0.3591
H 1.24631 -3.45772 4.93750 0.4477
H -0.18117 -2.52436 4.47983 0.3667
H 0.85231 -1.97876 5.80158 0.3775
H 3.58780 -2.55211 4.42115 0.4521
H 3.19849 -1.09370 5.31603 0.3656
H 3.77268 -0.97425 3.65145 0.3889
H 1.47906 0.22338 5.71864 0.4875
H 0.57162 2.48284 5.61731 0.4226
H 0.63067 -0.43456 1.56243 0.3286
H -1.78359 6.01438 1.09686 0.5008
H -2.22968 6.94074 -1.13806 0.4445
H -1.92164 5.57189 -3.15693 0.4599
H -1.22953 3.19849 -2.98099 0.6171

=====

[3]
156
Properties=species:S:1:pos:R:3:mulliken_charge:R:1 method="wB97M-V/def2-TZVPD" e_above_lowest_ev=15.366 e_tot_ha=-3230.25429 total_charge=0 e_lumo_ev=-0.108 homo_ev=-8.8707 homo_lumo_gap_ev=8.763
C 3.01080 -8.12634 -3.47061 0.1337
O 2.91687 -9.06440 -4.33602 -0.6278
N 2.12422 -7.69578 -2.58724 0.1100
C 2.18688 -6.40361 -1.88961 -0.8929
C 0.84121 -8.44310 -2.46764 -0.9208
H 3.96544 -7.57831 -3.44777 0.3097
H 3.09265 -5.79752 -1.87124 0.3009
H 1.92322 -6.55372 -0.84268 0.2894
H 1.49408 -5.68702 -2.33077 0.3503
H 0.60360 -8.46023 -1.40399 0.3119
H -0.07979 -7.98465 -2.82775 0.3425
H 0.78716 -9.41778 -2.95258 0.2929
C 4.83445 -1.29710 -6.74711 0.2224
O 3.79236 -1.35353 -6.17822 -0.5862
N 5.42923 -2.18957 -7.48465 0.0849
C 6.80134 -2.23109 -7.93327 -0.9206
C 4.73170 -3.48424 -7.72687 -0.9880
H 5.55149 -0.50115 -6.49308 0.2307
H 6.94158 -2.42031 -8.99752 0.3107
H 7.48058 -2.83341 -7.33001 0.3389
H 7.17531 -1.21704 -7.79200 0.3304
H 4.52438 -3.57175 -8.79339 0.3103
H 5.31618 -4.38610 -7.54484 0.3504
H 3.87528 -3.71005 -7.09152 0.3158
C -4.46108 -2.81463 8.34155 0.0763
O -3.66383 -1.84929 8.41654 -0.6138
N -5.21556 -3.14122 7.29915 0.1068
C -6.50372 -3.86287 7.62953 -0.9191
C -5.08355 -2.53528 5.99107 -0.9491
H -4.77198 -3.41046 9.21363 0.3252
H -7.23111 -3.30560 8.21983 0.3407
H -6.37195 -4.79132 8.18515 0.3388
H -7.04439 -4.14765 6.72693 0.2948
H -5.08246 -3.16843 5.10381 0.2742
H -5.78355 -1.71815 5.81674 0.3512
H -4.11905 -2.03779 6.09273 0.3732
C -2.14602 1.20923 -9.22806 0.0135
O -3.11593 1.87636 -8.90758 -0.5639
N -1.55032 1.05912 -10.46007 0.0895
C -0.24785 0.40215 -10.40237 -0.9183
C -2.23636 1.60118 -11.62375 -0.7863
H -1.51374 0.79297 -8.42859 0.2823
H -0.23645 -0.29175 -9.56185 0.3306
H 0.52148 1.08484 -10.04156 0.3295
H -0.04338 -0.10605 -11.34472 0.3466
H -3.11513 1.09017 -12.01711 0.2637
H -2.54934 2.61787 -11.38610 0.2781
H -1.46046 1.44034 -12.37223 0.3344
C 0.13217 -7.32759 4.29328 0.0618
O -0.07545 -8.42916 4.68373 -0.5717
N -0.81045 -6.56550 3.77001 0.0864
C -0.49233 -5.11863 3.61277 -0.9621
C -2.24643 -6.97790 3.60674 -0.8162
H 1.13542 -6.87623 4.33753 0.3012
H -1.06719 -4.52281 2.90381 0.2931
H 0.53393 -4.89367 3.32247 0.3152
H -0.57765 -4.65434 4.59525 0.3831
H -2.43944 -8.00526 3.29791 0.3151
H -2.73063 -7.07957 4.57799 0.3077
H -2.77348 -6.27986 2.95631 0.2862
C -5.34511 5.60004 -0.34347 0.1591
O -4.48687 6.34009 -0.75838 -0.5785
N -6.54613 5.36790 -0.97484 0.1008
C -7.43641 4.34538 -0.48568 -1.0024
C -6.94195 6.12979 -2.17180 -0.8912
H -5.19518 4.93679 0.52245 0.3005
H -7.34173 3.95449 0.52740 0.3450
H -7.65906 3.55622 -1.20384 0.3087
H -8.36650 4.87963 -0.29176 0.3399
H -7.27181 5.47433 -2.97782 0.3176
H -7.88467 6.62222 -1.93329 0.3189
H -6.22847 6.86695 -2.54008 0.2818
C 9.15502 1.74490 0.02590 0.1812
O 10.32309 1.59955 0.26777 -0.5757
N 8.60387 1.64051 -1.16572 0.0292
C 7.11525 1.38853 -1.35093 -0.9360
C 9.44604 1.18950 -2.22414 -0.9757
H 8.42849 1.90932 0.83666 0.3146
H 6.64267 1.89359 -0.50850 0.3361
H 6.65464 0.40071 -1.33834 0.3169
H 6.75451 2.00997 -2.17056 0.3366
H 9.27987 0.11360 -2.16997 0.3659
H 9.31047 1.64924 -3.20309 0.2849
H 10.52253 1.22428 -2.05659 0.3220
C -2.96633 4.61899 7.71304 0.1782
O -4.03856 5.23115 7.46482 -0.6126
N -2.72481 3.91176 8.87477 0.0926
C -3.67812 3.76458 10.00696 -0.9477
C -1.39367 3.51904 9.28168 -0.9568
H -2.14101 4.42532 7.01052 0.2988
H -3.37298 3.90934 11.04331 0.2851
H -3.91264 2.71724 9.81674 0.3653
H -4.70138 4.12717 9.90921 0.3245
H -1.22908 2.44179 9.30529 0.2955
H -0.55617 3.76531 8.62896 0.3550
H -1.09799 3.99031 10.21899 0.3234
C -9.13145 -3.35241 0.39539 0.2321
O -8.59068 -2.52180 1.15522 -0.6281
N -9.41804 -4.63936 0.64569 0.0281
C -10.44502 -5.33904 -0.20910 -0.9322
C -9.04850 -5.46058 1.82329 -0.8974
H -9.46438 -3.26335 -0.65028 0.2477
H -10.41468 -4.99108 -1.24162 0.3491
H -11.46440 -5.16162 0.13367 0.3179
H -10.21261 -6.40300 -0.25491 0.3139
H -9.92991 -5.90323 2.28726 0.3257
H -8.49558 -6.29317 1.38838 0.3384
H -8.37673 -5.05285 2.57867 0.3042
C 3.52850 6.96427 4.15760 0.1361
O 3.80477 5.95464 4.78828 -0.5920
N 3.26622 7.06966 2.88814 0.0561
C 3.39345 8.38510 2.25729 -0.7871
C 3.33467 5.90514 1.95308 -0.8844
H 3.44533 7.85980 4.79265 0.2685
H 4.42756 8.50733 1.93517 0.3443
H 3.17242 9.12366 3.02786 0.2759
H 2.80629 8.47190 1.34306 0.2436
H 3.23629 4.95617 2.48023 0.3095
H 2.49737 6.05227 1.27090 0.3090
H 4.27239 5.91303 1.39746 0.3204
C -0.72635 0.73289 0.99993 0.0865
O -1.35017 1.11774 1.99375 -0.6222
N -1.16237 0.05918 -0.02749 0.1544
C -0.26767 -0.14637 -1.15590 -1.0056
C -2.52094 -0.34575 -0.05044 -0.9562
H 0.37405 0.75807 0.97372 0.3104
H 0.48116 0.62016 -1.35534 0.3738
H -0.80926 -0.23904 -2.09728 0.3391
H 0.23359 -1.11250 -1.09730 0.3397
H -3.09333 -0.08461 -0.94054 0.3011
H -2.36464 -1.41679 -0.17909 0.3770
H -3.11415 -0.16637 0.84624 0.3023
C 3.20048 7.70541 -6.87215 0.1392
O 4.29158 8.00872 -6.40941 -0.5614
N 2.31080 6.82097 -6.21697 0.0597
C 0.89784 6.39788 -6.69124 -0.8104
C 2.79996 6.04911 -5.07553 -0.8953
H 2.69198 8.30441 -7.64340 0.2994
H 0.53192 6.98780 -7.53161 0.2835
H 0.27091 6.58445 -5.81932 0.2898
H 1.05080 5.36348 -6.99900 0.3012
H 2.30354 6.27671 -4.13221 0.3034
H 2.65998 4.98163 -5.24580 0.2844
H 3.83975 6.31909 -4.89105 0.3066
C 5.34313 -0.17397 4.78170 0.1913
O 5.09614 -0.30072 3.51136 -0.6673
N 6.18823 -0.96516 5.48740 0.1022
C 6.43697 -0.72064 6.92461 -0.9122
C 7.06348 -2.03226 4.82778 -0.8953
H 4.85630 0.52821 5.47606 0.2909
H 6.14325 0.26183 7.29419 0.3628
H 7.52504 -0.74607 6.98426 0.2996
H 5.98559 -1.38861 7.65821 0.2705
H 8.10847 -1.73350 4.91055 0.3417
H 7.04311 -2.97085 5.38161 0.3343
H 6.88427 -2.23120 3.77117 0.2813